Computed, not measured: a molecular structure, C18H65F3N28O17Ti in a non-equilibrium geometry, with ωB97M-V with the def2-TZVPD basis set.

The value obtained for the HOMO energy (alpha / beta) is -8.498 / -10.334 eV. Its expectation value of S² is 3.75. The largest force on an atom is 7.22 eV Å⁻¹. Its multiplicity is 4. For the LUMO energy (alpha / beta), the calculation gives -3.220 / -3.669 eV. For the HOMO-LUMO gap (alpha / beta), the calculation gives 5.3 / 6.7 eV. The net charge is +1.

Geometry (Å):
O -0.819 -2.773 3.932
H -0.230 -3.525 4.027
H -0.957 -2.337 4.776
H -0.732 -2.167 3.193
Ti -0.222 1.052 2.756
C 0.418 -0.873 0.579
O -0.076 0.460 0.357
O -0.325 -1.412 1.666
C 0.444 -1.744 -0.729
F 0.973 -3.025 -0.610
F -0.738 -1.868 -1.276
F 1.207 -1.241 -1.579
C 0.689 1.462 -0.276
C -0.113 2.808 -0.372
H -0.583 3.145 0.552
H 0.549 3.645 -0.592
H -0.747 2.911 -1.252
H 0.871 1.329 -1.343
H 1.704 1.368 0.110
H 1.415 -0.755 1.005
C 3.010 1.062 3.264
O 2.179 1.811 2.888
N 4.243 1.418 3.215
N 2.858 -0.144 3.724
H 4.586 2.182 2.650
H 4.944 0.968 3.787
H 2.059 -0.527 4.208
H 3.727 -0.604 3.956
C 2.400 4.322 -3.161
O 3.414 4.163 -2.495
N 1.927 3.651 -4.208
N 1.612 5.297 -2.713
H 1.379 4.163 -4.885
H 2.524 2.918 -4.562
H 1.844 5.928 -1.960
H 0.839 5.425 -3.351
C -2.849 -5.055 -0.291
O -3.420 -5.891 -0.913
N -1.533 -5.024 -0.097
N -3.452 -4.051 0.217
H -1.254 -4.213 0.437
H -0.880 -5.705 -0.457
H -3.023 -4.157 1.125
H -4.439 -4.217 0.357
C -0.955 3.884 4.163
O -0.383 3.427 3.194
N -2.201 3.923 4.372
N -0.436 4.236 5.304
H -2.397 4.241 5.310
H -2.846 3.479 3.733
H 0.563 4.096 5.350
H -0.994 4.109 6.137
C -2.770 4.078 -3.132
O -3.105 3.578 -2.115
N -1.582 4.511 -3.256
N -3.385 3.894 -4.284
H -0.960 4.347 -2.477
H -1.113 4.678 -4.135
H -4.350 3.616 -4.179
H -3.018 3.887 -5.225
C 4.172 0.553 -2.937
O 5.221 0.540 -3.460
N 3.135 -0.170 -3.340
N 3.754 1.148 -1.881
H 3.334 -0.838 -4.071
H 2.148 -0.143 -3.127
H 4.439 1.509 -1.233
H 2.825 1.544 -1.917
C 4.148 -4.166 -1.228
O 4.882 -4.901 -0.616
N 3.973 -2.949 -0.872
N 3.323 -4.575 -2.131
H 4.411 -2.625 -0.021
H 3.126 -2.540 -1.238
H 3.372 -5.575 -2.259
H 2.672 -3.977 -2.622
C -2.290 -4.404 -4.785
O -1.634 -3.502 -5.307
N -2.396 -4.430 -3.512
N -2.584 -5.470 -5.410
H -1.779 -3.716 -3.151
H -2.475 -5.285 -2.980
H -3.194 -6.210 -5.095
H -2.288 -5.522 -6.375
C -3.766 0.303 -0.587
O -4.864 0.757 -0.682
N -3.382 -0.924 -0.288
N -2.706 1.087 -0.808
H -2.410 -1.190 -0.352
H -4.121 -1.595 -0.130
H -2.898 2.003 -1.188
H -1.889 0.718 -0.343
C 2.192 5.640 1.497
O 2.545 6.665 0.988
N 2.794 4.520 1.404
N 1.064 5.478 2.159
H 2.307 3.739 1.821
H 3.584 4.457 0.778
H 0.570 6.342 2.330
H 0.908 4.681 2.759
C 0.753 -7.041 -2.464
O 0.226 -6.648 -3.538
N 0.898 -6.215 -1.488
N 1.217 -8.217 -2.175
H 0.650 -5.236 -1.528
H 1.011 -6.631 -0.575
H 1.260 -8.887 -2.930
H 1.632 -8.302 -1.259
C 1.999 -4.642 2.270
O 1.035 -5.052 2.889
N 2.635 -5.436 1.539
N 2.556 -3.446 2.195
H 2.284 -6.382 1.481
H 3.409 -5.135 0.963
H 1.974 -2.719 2.587
H 3.528 -3.326 1.948
C -3.227 0.592 3.352
O -2.513 1.437 2.956
N -4.202 0.660 4.186
N -3.194 -0.550 2.763
H -4.098 1.372 4.895
H -4.752 -0.143 4.458
H -2.516 -0.644 2.021
H -3.697 -1.297 3.221
C -3.505 6.434 0.852
O -4.651 6.586 0.431
N -3.064 7.063 1.881
N -2.625 5.645 0.271
H -2.070 7.112 2.054
H -3.653 7.776 2.288
H -2.863 5.179 -0.593
H -2.156 4.953 0.838

Force components x, y, z for each atom (eV/Å):
O -1.4530 -0.9968 1.6628
H 1.1947 -1.2214 -0.8567
H -0.0620 0.6916 0.5140
H 1.0292 1.4218 -2.4552
Ti -0.3068 0.5099 -0.3766
C -0.5059 -1.2451 3.1760
O -1.0586 -0.7190 0.3169
O 0.1942 1.1589 -1.5313
C -1.2302 -1.7414 2.8561
F -0.8450 0.3445 1.2044
F -1.4446 -0.3079 -0.1048
F 2.9955 2.8321 -3.2081
C 0.1326 1.2703 -1.7829
C 1.3424 0.4228 0.6647
H -0.3975 -0.3607 0.0031
H 0.8528 -0.1555 0.2602
H -0.5604 -1.0717 0.4978
H -0.3281 -1.0790 -0.2914
H 0.0634 1.0081 0.7043
H 0.8568 -0.0790 -0.8509
C 0.9591 -0.4949 0.6276
O -5.7321 2.4939 -1.9987
N 5.5141 1.2723 -0.1196
N -0.0820 -4.1874 1.6166
H -0.4802 0.0772 0.2347
H -0.0704 0.0908 -0.2993
H -0.4502 0.6430 -0.2678
H -0.2950 -0.2482 0.0344
C 2.0259 1.7199 3.3372
O 0.9099 -1.8691 -0.6992
N -0.1549 -1.4980 -1.5408
N -2.7818 0.8333 -1.1911
H 0.2060 -0.2970 -0.0315
H -0.0178 0.1998 -0.2025
H 0.1688 -0.1229 -0.3303
H -0.2791 1.1271 0.8891
C 1.6812 -3.9417 -3.6806
O -1.0556 -2.6634 -1.9019
N 1.8993 0.5851 0.8690
N -2.5846 4.6352 4.3424
H 0.9660 -0.3368 -0.2996
H -0.5213 0.1617 0.1288
H -0.4789 1.6234 1.1992
H -0.2051 -0.0546 -0.4831
C 0.1968 -1.4663 0.6998
O 1.4779 -1.2702 -2.0640
N -6.0331 0.1058 -0.8934
N 5.0175 1.1110 2.6772
H -1.5500 -0.0366 -0.9544
H -0.2016 0.1959 0.2008
H -0.0234 0.2243 0.6369
H 0.9244 0.1688 -0.0040
C -0.2593 -2.3649 -2.7270
O -2.5451 -0.6294 4.5510
N 6.4861 2.8896 -0.1598
N -3.3481 -0.1230 -2.0190
H -0.1159 0.2678 -0.1844
H -0.5271 0.0946 0.1077
H 0.1264 -0.1507 -0.2872
H 0.1788 0.3550 0.5361
C -1.6929 -1.4029 -1.1739
O 3.7225 -0.1064 -1.1087
N -2.4320 -3.7388 -3.9354
N -0.1530 3.5908 5.8304
H -0.0396 0.3641 -0.3065
H 0.6377 0.4571 0.4776
H -0.3103 0.7537 -0.4495
H 0.5203 0.1026 0.4239
C 0.4831 -1.4621 1.3582
O 1.9267 -2.0364 1.2682
N -0.7107 5.1674 1.0263
N -1.7062 -2.0650 -3.0557
H -0.1110 0.1436 -0.5490
H 0.5144 0.7469 0.5480
H -0.4330 0.3028 -0.6188
H 0.2074 -0.4848 -0.0896
C 3.6571 2.4256 -1.6087
O -0.2315 1.1442 -0.9638
N -0.8330 0.7742 5.7885
N -2.0783 -4.6355 -3.9403
H -0.3694 -0.1291 0.5115
H -0.1124 0.0661 -0.1410
H 0.2346 0.3257 0.2151
H -0.2295 0.0844 0.1932
C 0.8430 1.9949 -0.7828
O -2.9850 -0.3165 0.0488
N -0.5161 -2.8367 1.1187
N 1.4866 0.1123 0.0572
H -0.6678 -0.3183 -0.1530
H 0.5625 -0.1454 -0.1189
H 0.4411 0.2014 0.3205
H 0.3453 1.2000 -0.6137
C -0.9371 2.0844 -0.3793
O 0.6702 2.2229 -1.0367
N 3.2082 -4.5560 -0.5455
N -3.0947 1.3013 1.7844
H 0.8432 -0.4780 -0.4853
H -0.1804 -0.3192 0.1505
H -0.0331 -0.2828 0.2318
H -0.1579 0.3496 -0.2688
C -2.7633 1.8936 -5.6486
O 1.1433 -1.2816 1.3255
N 0.3446 3.1223 4.7022
N 0.8251 -3.0694 -0.0529
H 0.0097 -0.3800 -0.3388
H 0.2223 0.6510 0.0897
H 0.1191 -0.2300 0.5790
H 0.2355 -0.9056 -0.6844
C -0.6884 0.4958 0.9188
O -2.5932 1.3717 1.9189
N 2.9016 -5.0742 -3.8672
N -0.7127 3.4641 1.5030
H 0.5020 0.1025 0.0642
H 0.1519 -0.4978 -0.3240
H 0.7368 0.4793 -0.1112
H -0.4842 0.1402 0.1247
C -1.8273 -3.2104 -1.1142
O 4.5635 5.5308 -0.8077
N -2.6555 2.1021 4.4137
N 0.5623 -4.1305 -1.0757
H -0.5082 0.0033 -0.0079
H 0.1348 0.2793 -0.1896
H -0.2537 -0.7898 -0.2453
H 0.3578 -0.3649 -0.9562
C -4.3275 -0.2113 -2.6055
O 0.2361 0.1688 -0.0163
N 1.7679 2.4108 4.2633
N 2.9542 -2.9704 -1.8250
H -0.2963 0.1478 -0.0638
H 0.1154 -0.2256 -0.0732
H -0.7498 0.1756 -0.0290
H 0.2720 0.3972 0.3537

***

Computed, not measured: a gas-phase ion, C6H11N (charge -1) in a non-equilibrium geometry, with ωB97M-V with the def2-TZVPD basis set.

The value obtained for the HOMO energy (alpha / beta) is 1.319 / -3.673 eV. The energy relative to the best compared isomer or geometry (same formula, charge and spin) is 28.6 kcal/mol. Its expectation value of S² is 0.75. The largest force on an atom is 1.53 eV Å⁻¹. Its multiplicity is 2. For the LUMO energy (alpha / beta), the calculation gives 4.168 / 4.029 eV. For the HOMO-LUMO gap (alpha / beta), the calculation gives 2.8 / 7.7 eV. The net charge is -1.

Geometry (Å):
C -0.089 0.674 -1.313
C 1.142 1.111 -1.008
N 2.269 0.951 -1.819
C -1.292 0.689 -0.399
C -1.310 -0.488 0.519
C -0.385 -0.825 1.469
C -0.623 -1.965 2.386
H -0.227 -0.028 -2.136
H 1.372 1.481 -0.019
H 3.135 1.438 -1.657
H 2.137 1.033 -2.808
H -2.170 0.832 -1.057
H -1.311 1.670 0.135
H -2.295 -0.943 0.536
H 0.590 -0.375 1.369
H -1.686 -2.030 2.678
H -0.568 -2.948 1.871
H 0.026 -2.085 3.244

Force components x, y, z for each atom (eV/Å):
C 0.3416 -0.4711 0.1631
C -0.4875 0.0460 0.1989
N 0.9400 -0.4147 -0.9833
C 0.8017 0.9973 -0.3238
C -0.9383 0.1862 -0.0850
C -0.4450 0.6838 -0.5800
C -0.9360 -1.1726 -0.2998
H 0.1965 0.4548 -0.3769
H -0.1586 0.3649 0.0590
H -0.2741 0.2293 0.9189
H -0.6168 -0.2567 -0.2625
H 0.0198 -0.8165 0.3433
H 0.3283 -0.2159 0.3680
H -0.0398 -0.3325 0.3539
H 0.3257 -0.1177 0.2004
H 0.4023 0.4777 0.4003
H 0.4894 -0.0550 -0.3448
H 0.0507 0.4127 0.2504

***

Computed, not measured: a gas-phase ion, C5H16N3 (charge +1) in a non-equilibrium geometry, with ωB97M-V with the def2-TZVPD basis set.

The value obtained for the HOMO energy is -12.607 eV. The energy relative to the best compared isomer or geometry (same formula, charge and spin) is 42.3 kcal/mol. As for the SMILES: C[C@@H](CN)NCC[NH3+]. The largest force on an atom is 2.44 eV Å⁻¹. For the LUMO energy, the calculation gives -3.382 eV. For the HOMO-LUMO gap, the calculation gives 9.2 eV. The net charge is +1.

Geometry (Å):
C -0.467 1.208 2.379
C -0.734 0.336 1.092
C -1.278 1.245 -0.018
N -2.234 0.476 -0.813
N 0.488 -0.413 0.740
C 0.283 -1.465 -0.349
C 1.069 -1.099 -1.604
N 2.404 -0.517 -1.197
H -1.403 1.640 2.696
H -0.207 0.534 3.187
H 0.350 1.882 2.147
H -1.479 -0.428 1.337
H -1.715 2.077 0.511
H -0.460 1.738 -0.550
H -3.188 0.811 -0.784
H -2.078 0.459 -1.816
H 0.891 -0.994 1.462
H 0.613 -2.419 0.059
H -0.763 -1.677 -0.610
H 1.210 -2.013 -2.170
H 0.662 -0.342 -2.285
H 2.153 0.233 -0.520
H 2.813 -0.054 -2.013
H 3.072 -1.216 -0.880

Force components x, y, z for each atom (eV/Å):
C 0.0005 -1.9123 -1.2134
C 0.4073 0.3002 1.8042
C 0.1127 -0.7822 0.4785
N -0.3369 0.1283 -1.1231
N 0.1896 -1.0110 -2.2076
C -0.2635 1.0280 0.7589
C -0.0426 -0.3233 -0.0538
N -0.3964 0.5599 -1.1657
H -0.0603 0.6706 -0.1270
H 0.4541 -0.0214 0.2087
H -0.1386 0.4494 0.3490
H -0.3788 0.4238 -0.0766
H -0.6794 0.2221 -0.0289
H 0.0567 -0.3839 -0.4555
H 0.0443 0.1766 0.6045
H 0.5519 0.1214 0.1006
H -0.4252 0.7289 0.8355
H 0.4692 -0.0727 -0.1712
H 0.1313 0.5982 0.0558
H 0.3545 0.0194 -0.3001
H -0.4034 -0.2082 0.5121
H 0.2752 -0.7329 0.5600
H 0.1357 -0.1553 0.1209
H -0.0578 0.1762 0.5343